No. 1
Here is one molecule with the formula C22H45N3 from the OMol25 dataset. Energies are from wB97M-V/def2-TZVPD.

## Properties
Relative energy (zero: lowest compared OMol25 entry of this formula, charge and spin)   35.6 kJ/mol
Orbital gap   8.853 eV
LUMO   0.03017 hartree
E   -28014.7161 eV
SMILES   CCCC[C@H](CN[C@@H](CNC)[C@H](C)CC)NCC[C@]12CC[C@H](CC1)C2

XYZ file:
```
70
C22H45N3, DFT wB97M-V/def2-TZVPD
C 0.890 1.666 4.578
C -0.592 1.558 4.239
C -1.068 0.115 4.064
C -0.362 -0.665 2.953
C -0.439 -0.043 1.544
C -1.894 0.084 1.072
N -1.936 0.451 -0.323
C -3.252 0.662 -0.899
C -3.827 2.044 -0.528
N -5.275 2.091 -0.583
C -5.813 3.365 -0.155
C -3.154 0.456 -2.426
C -4.527 0.550 -3.084
C -2.486 -0.893 -2.722
C -2.046 -1.041 -4.173
N 0.293 -0.795 0.544
C 1.733 -0.826 0.670
C 2.328 -1.408 -0.613
C 3.850 -1.396 -0.682
C 4.567 -2.303 0.334
C 6.013 -1.770 0.336
C 5.966 -0.631 -0.688
C 5.824 -1.247 -2.083
C 4.380 -1.783 -2.077
C 4.569 -0.060 -0.453
H 1.155 2.699 4.791
H 1.506 1.323 3.751
H 1.124 1.065 5.455
H -1.173 2.011 5.048
H -0.800 2.129 3.333
H -0.906 -0.420 5.005
H -2.143 0.120 3.878
H -0.798 -1.668 2.906
H 0.690 -0.779 3.220
H 0.013 0.956 1.564
H -2.394 -0.886 1.170
H -2.418 0.800 1.730
H -1.334 1.245 -0.506
H -3.911 -0.114 -0.490
H -3.444 2.798 -1.224
H -3.458 2.315 0.481
H -5.657 1.347 -0.005
H -5.508 3.652 0.864
H -6.900 3.324 -0.197
H -5.467 4.138 -0.843
H -2.512 1.249 -2.825
H -5.028 1.469 -2.800
H -4.433 0.522 -4.167
H -5.150 -0.285 -2.771
H -3.182 -1.696 -2.470
H -1.616 -0.983 -2.070
H -1.521 -1.983 -4.312
H -2.897 -1.027 -4.849
H -1.374 -0.232 -4.451
H -0.083 -1.733 0.464
H 2.072 0.206 0.795
H 2.084 -1.407 1.540
H 1.925 -0.831 -1.448
H 1.980 -2.438 -0.728
H 4.511 -3.351 0.041
H 4.118 -2.208 1.322
H 6.738 -2.534 0.056
H 6.290 -1.389 1.319
H 6.796 0.070 -0.601
H 6.559 -2.033 -2.253
H 5.960 -0.489 -2.854
H 4.335 -2.859 -2.236
H 3.781 -1.306 -2.854
H 4.441 0.329 0.555
H 4.288 0.701 -1.179
```

Population analysis type Löwdin, resulting atomic charges in e: number 1, C, carries -0.107; number 2, C, carries -0.266; number 3, C, carries -0.220; number 4, C, carries -0.166; number 5, C, carries -0.353; number 6, C, carries -0.185; number 7, N, carries -0.048; number 8, C, carries -0.319; number 9, C, carries -0.202; number 10, N, carries -0.144; number 11, C, carries -0.141; number 12, C, carries -0.347; number 13, C, carries -0.065; number 14, C, carries -0.236; number 15, C, carries -0.107; number 16, N, carries -0.038; number 17, C, carries -0.227; number 18, C, carries -0.124; number 19, C, carries -0.462; number 20, C, carries -0.117; number 21, C, carries -0.138; number 22, C, carries -0.305; number 23, C, carries -0.141; number 24, C, carries -0.122; number 25, C, carries -0.098; number 26, H, carries 0.069; number 27, H, carries 0.060; number 28, H, carries 0.075; number 29, H, carries 0.105; number 30, H, carries 0.096; number 31, H, carries 0.110; number 32, H, carries 0.100; number 33, H, carries 0.117; number 34, H, carries 0.097; number 35, H, carries 0.138; number 36, H, carries 0.131; number 37, H, carries 0.107; number 38, H, carries 0.130; number 39, H, carries 0.150; number 40, H, carries 0.125; number 41, H, carries 0.109; number 42, H, carries 0.112; number 43, H, carries 0.075; number 44, H, carries 0.075; number 45, H, carries 0.078; number 46, H, carries 0.139; number 47, H, carries 0.057; number 48, H, carries 0.069; number 49, H, carries 0.085; number 50, H, carries 0.113; number 51, H, carries 0.092; number 52, H, carries 0.066; number 53, H, carries 0.060; number 54, H, carries 0.072; number 55, H, carries 0.124; number 56, H, carries 0.120; number 57, H, carries 0.109; number 58, H, carries 0.119; number 59, H, carries 0.124; number 60, H, carries 0.116; number 61, H, carries 0.103; number 62, H, carries 0.108; number 63, H, carries 0.109; number 64, H, carries 0.136; number 65, H, carries 0.107; number 66, H, carries 0.109; number 67, H, carries 0.115; number 68, H, carries 0.113; number 69, H, carries 0.121; number 70, H, carries 0.129

=====

No. 2
Here is a 3-piece molecular cluster, C22H45N3O4P overall from the OMol25 dataset. Energies are from wB97M-V/def2-TZVPD.

## Properties
Charge   +1
Orbital gap   6.880 eV
LUMO   -0.12553 hartree
E   -45477.3859 eV

XYZ file:
```
75
C22H45N3O4P, DFT wB97M-V/def2-TZVPD
C -6.008 -0.355 -0.982
C -5.262 0.855 -1.264
C -4.709 1.815 -0.124
O -4.399 1.278 0.963
O -4.596 3.196 -0.423
C -3.359 3.752 0.143
C -2.805 4.940 -0.769
C -2.319 4.457 -2.235
C -0.789 4.902 -2.554
C 0.132 4.182 -1.454
C 1.454 3.461 -2.086
N 1.557 2.135 -1.356
C 0.890 1.029 -1.968
N 1.144 -0.029 -1.026
C 1.929 0.426 0.111
P 2.405 -0.674 1.562
N 1.766 -2.126 1.282
C 2.233 1.921 -0.102
C 3.016 2.974 0.793
C 3.269 2.514 2.307
H -5.506 -1.388 -1.011
H -7.116 -0.310 -0.735
H -5.086 1.112 -2.369
H -2.598 2.907 0.307
H -3.619 4.154 1.181
H -3.668 5.687 -0.926
H -1.974 5.460 -0.172
H -2.385 3.311 -2.310
H -2.956 4.973 -3.037
H -0.584 4.532 -3.620
H -0.628 6.024 -2.481
H -0.505 3.333 -1.003
H 0.482 4.853 -0.605
H 1.349 3.267 -3.206
H 2.386 4.055 -1.809
H 0.288 1.006 -2.934
H 0.760 -0.968 -1.189
H 1.859 -0.105 2.763
H 3.831 -0.716 1.661
H 1.096 -2.368 2.032
H 2.342 3.910 0.848
H 4.010 3.247 0.287
H 4.144 1.781 2.312
H 3.543 3.440 2.905
H 2.309 2.010 2.692
C -3.403 -4.512 4.371
C -2.138 -3.780 4.786
O -1.315 -3.402 3.689
C -1.899 -2.528 2.734
C -2.344 -1.199 3.321
H -3.155 -5.408 3.794
H -3.977 -4.809 5.253
H -4.048 -3.890 3.748
H -1.536 -4.445 5.410
H -2.372 -2.907 5.402
H -2.727 -3.028 2.220
H -1.134 -2.340 1.975
H -3.115 -1.326 4.083
H -2.749 -0.554 2.538
H -1.499 -0.689 3.793
C 4.029 -2.506 -1.310
C 2.961 -3.288 -2.055
O 3.269 -3.509 -3.423
C 4.458 -4.243 -3.692
C 4.455 -5.640 -3.097
H 4.201 -1.538 -1.792
H 3.721 -2.336 -0.276
H 4.983 -3.035 -1.292
H 2.029 -2.716 -2.036
H 2.749 -4.238 -1.556
H 5.334 -3.675 -3.361
H 4.535 -4.321 -4.779
H 4.387 -5.622 -2.007
H 5.372 -6.169 -3.366
H 3.600 -6.211 -3.469
```

Population analysis type Löwdin, resulting atomic charges in e: number 1, C, carries 0.044; number 2, C, carries -0.058; number 3, C, carries -0.411; number 4, O, carries 0.047; number 5, O, carries -0.061; number 6, C, carries -0.185; number 7, C, carries -0.159; number 8, C, carries -0.193; number 9, C, carries -0.191; number 10, C, carries -0.168; number 11, C, carries -0.093; number 12, N, carries -0.083; number 13, C, carries 0.055; number 14, N, carries 0.085; number 15, C, carries -0.212; number 16, P, carries 0.760; number 17, N, carries -0.298; number 18, C, carries -0.081; number 19, C, carries -0.169; number 20, C, carries -0.115; number 21, H, carries 0.087; number 22, H, carries 0.084; number 23, H, carries 0.114; number 24, H, carries 0.124; number 25, H, carries 0.137; number 26, H, carries 0.127; number 27, H, carries 0.117; number 28, H, carries 0.113; number 29, H, carries 0.118; number 30, H, carries 0.112; number 31, H, carries 0.119; number 32, H, carries 0.105; number 33, H, carries 0.111; number 34, H, carries 0.133; number 35, H, carries 0.133; number 36, H, carries 0.180; number 37, H, carries 0.143; number 38, H, carries 0.019; number 39, H, carries 0.018; number 40, H, carries -0.036; number 41, H, carries 0.120; number 42, H, carries 0.135; number 43, H, carries 0.079; number 44, H, carries 0.095; number 45, H, carries 0.064; number 46, C, carries -0.078; number 47, C, carries -0.276; number 48, O, carries -0.170; number 49, C, carries -0.285; number 50, C, carries -0.072; number 51, H, carries 0.084; number 52, H, carries 0.081; number 53, H, carries 0.065; number 54, H, carries 0.120; number 55, H, carries 0.106; number 56, H, carries 0.108; number 57, H, carries 0.091; number 58, H, carries 0.071; number 59, H, carries 0.066; number 60, H, carries 0.076; number 61, C, carries -0.088; number 62, C, carries -0.280; number 63, O, carries -0.163; number 64, C, carries -0.275; number 65, C, carries -0.077; number 66, H, carries 0.079; number 67, H, carries 0.018; number 68, H, carries 0.073; number 69, H, carries 0.091; number 70, H, carries 0.113; number 71, H, carries 0.105; number 72, H, carries 0.121; number 73, H, carries 0.067; number 74, H, carries 0.081; number 75, H, carries 0.085

=====

No. 3
Here is C22H46BaBrP3 as an isolated structure from the OMol25 dataset. Energies are from wB97M-V/def2-TZVPD.

## Properties
Relative energy (zero: lowest compared OMol25 entry of this formula, charge and spin)   264.3 kJ/mol
Orbital gap   7.857 eV
LUMO   0.00950 hartree
E   -122164.1913 eV

XYZ file:
```
73
C22H46BaBrP3, DFT wB97M-V/def2-TZVPD
Ba 0.484 -1.042 -0.590
C 0.137 -2.084 -2.731
C 1.275 -1.309 -2.948
C 2.305 -1.835 -2.138
C 1.778 -2.944 -1.435
C 0.446 -3.093 -1.814
C -0.604 -3.933 -1.182
C 2.594 -3.840 -0.555
C 3.771 -1.529 -2.230
C 1.417 -0.265 -4.015
C -1.245 -1.786 -3.194
H -1.293 -3.337 -0.558
H -0.191 -4.715 -0.546
H -1.231 -4.415 -1.935
H 3.163 -3.279 0.192
H 3.320 -4.404 -1.148
H 1.975 -4.566 -0.026
H 4.228 -1.381 -1.248
H 3.966 -0.634 -2.820
H 4.301 -2.358 -2.707
H 1.492 -0.741 -4.996
H 2.314 0.336 -3.878
H 0.566 0.421 -4.066
H -1.928 -1.535 -2.362
H -1.692 -2.642 -3.703
H -1.266 -0.949 -3.892
C -1.412 2.161 2.757
P -1.941 0.481 2.238
C -3.733 0.624 2.688
C -1.330 -0.425 3.732
C -1.663 -1.916 3.691
P -0.677 -2.804 2.398
C 0.859 -3.130 3.360
C -1.482 -4.459 2.556
H -1.740 2.381 3.776
H -1.851 2.891 2.078
H -0.327 2.213 2.687
H -3.860 0.863 3.746
H -4.261 -0.304 2.465
H -4.183 1.417 2.087
H -1.767 0.041 4.621
H -0.249 -0.271 3.759
H -2.722 -2.061 3.456
H -1.473 -2.384 4.660
H 0.629 -3.566 4.334
H 1.400 -2.191 3.483
H 1.492 -3.819 2.799
H -1.547 -4.763 3.603
H -0.905 -5.203 2.006
H -2.487 -4.428 2.133
Br 1.695 0.235 1.669
C 0.242 6.167 0.236
C 0.120 4.796 0.902
P 0.159 3.297 -0.203
C 1.623 3.762 -1.250
C 2.177 2.552 -2.004
C -1.276 3.725 -1.324
C -1.941 2.466 -1.890
H 0.104 6.950 0.983
H -0.513 6.307 -0.539
H 1.224 6.306 -0.215
H -0.815 4.749 1.463
H 0.928 4.661 1.627
H 2.381 4.141 -0.560
H 1.361 4.565 -1.942
H 2.464 1.771 -1.297
H 3.052 2.827 -2.597
H 1.425 2.148 -2.686
H -0.947 4.375 -2.138
H -2.001 4.282 -0.726
H -1.263 1.943 -2.571
H -2.848 2.713 -2.444
H -2.201 1.779 -1.081
```

Population analysis type Löwdin, resulting atomic charges in e: number 1, Ba, carries 1.537; number 2, C, carries -0.498; number 3, C, carries -0.417; number 4, C, carries -0.401; number 5, C, carries -0.444; number 6, C, carries -0.492; number 7, C, carries -0.066; number 8, C, carries -0.026; number 9, C, carries -0.024; number 10, C, carries -0.035; number 11, C, carries -0.044; number 12, H, carries 0.047; number 13, H, carries 0.073; number 14, H, carries 0.090; number 15, H, carries 0.085; number 16, H, carries 0.088; number 17, H, carries 0.068; number 18, H, carries 0.083; number 19, H, carries 0.070; number 20, H, carries 0.088; number 21, H, carries 0.093; number 22, H, carries 0.061; number 23, H, carries 0.064; number 24, H, carries 0.078; number 25, H, carries 0.090; number 26, H, carries 0.077; number 27, C, carries -0.335; number 28, P, carries 0.795; number 29, C, carries -0.310; number 30, C, carries -0.470; number 31, C, carries -0.444; number 32, P, carries 0.797; number 33, C, carries -0.296; number 34, C, carries -0.302; number 35, H, carries 0.046; number 36, H, carries 0.009; number 37, H, carries -0.013; number 38, H, carries 0.037; number 39, H, carries 0.022; number 40, H, carries 0.029; number 41, H, carries 0.078; number 42, H, carries 0.021; number 43, H, carries 0.066; number 44, H, carries 0.080; number 45, H, carries 0.041; number 46, H, carries -0.004; number 47, H, carries 0.031; number 48, H, carries 0.038; number 49, H, carries 0.027; number 50, H, carries 0.034; number 51, Br, carries -0.325; number 52, C, carries -0.159; number 53, C, carries -0.434; number 54, P, carries 0.953; number 55, C, carries -0.424; number 56, C, carries -0.171; number 57, C, carries -0.423; number 58, C, carries -0.174; number 59, H, carries 0.068; number 60, H, carries 0.061; number 61, H, carries 0.059; number 62, H, carries 0.051; number 63, H, carries 0.076; number 64, H, carries 0.079; number 65, H, carries 0.072; number 66, H, carries 0.046; number 67, H, carries 0.075; number 68, H, carries 0.042; number 69, H, carries 0.070; number 70, H, carries 0.072; number 71, H, carries 0.050; number 72, H, carries 0.068; number 73, H, carries 0.044